Record 1
The following is a DFT calculation (ωB97M-V/def2-TZVPD) of a molecular structure, C39H48AlAsBF6N11P.

XYZ file:
```
108
Properties=species:S:1:pos:R:3:lowdin_charge:R:1
As -2.14404 2.75043 -2.27893 0.9097
P -0.55502 0.19137 3.48818 1.1407
Al 0.39410 0.04252 -0.80577 0.2950
F -3.40679 1.61197 -2.21238 -0.1812
F -0.58631 3.40317 -2.08631 -0.1729
F -1.05756 0.83463 -1.19467 -0.1325
F -2.38822 3.00938 -0.58860 -0.2072
F -1.60865 2.02370 -3.70776 -0.1554
F -2.97057 4.07422 -2.84928 -0.1122
N 4.58726 -0.69424 -1.81294 -0.0335
N 0.88518 -0.52585 -2.57569 0.0658
N 1.25071 -1.57980 -0.15081 0.0718
N 5.14538 -0.57032 -3.05148 0.1325
N 2.55085 -1.57417 -0.61964 0.0698
N 2.23414 -0.50528 -2.83680 0.0777
N 2.94089 0.92610 -0.89340 0.0661
N -3.15875 0.35042 0.99522 -0.0577
N -0.97020 0.76049 1.83679 0.0186
N -2.79141 2.17583 2.42630 -0.0931
N 1.71304 1.36078 -0.47823 0.0783
C 6.76740 -0.81933 -1.50775 0.0081
C -4.50602 -0.93420 5.46043 -0.0136
C -2.75488 -0.95656 0.50059 -0.0224
C 2.89870 -1.80906 3.17004 -0.0409
C -0.32995 -3.36476 0.72167 0.0020
C 3.03840 -2.81547 -0.55275 0.0025
C 2.65515 -2.97247 3.89444 -0.0184
C 0.33182 1.51321 4.29766 -0.3228
C -2.38122 1.10284 1.75133 -0.3421
C -2.74794 -1.41852 3.89698 -0.0941
C 6.45099 -0.65493 -2.88162 -0.3214
C 1.21593 2.44650 6.33134 -0.0199
C 0.60050 -1.15742 3.47185 -0.3011
C 2.00297 3.31629 5.58868 -0.0140
C -3.87414 0.24905 5.81818 -0.0339
C 1.83170 2.68291 -0.19838 -0.2689
C -1.19883 -1.18189 -3.77231 0.0043
C 5.56399 -0.83097 -0.86655 -0.0913
C -1.89770 3.30531 2.71520 0.0120
C 7.39095 -0.58847 -4.03899 -0.0145
C 1.19775 -0.96931 -4.73328 0.0408
C -2.09881 -0.23112 4.26086 -0.3043
C -3.94931 -1.76246 4.49151 -0.0274
C 0.97380 -2.85396 0.21094 -0.2814
C -4.12616 2.32432 3.03592 0.0013
C 1.88105 -0.90039 2.96171 -0.0813
C 3.79773 1.94331 -0.87749 0.0229
C 0.25517 -0.84957 -3.72046 -0.2665
C 2.08210 -3.65235 -0.01988 0.0336
C 3.13787 3.07679 -0.43089 0.0462
C 1.39516 -3.22336 4.41571 -0.0289
C 1.98871 3.25894 4.20089 -0.0269
C 0.70665 3.54689 0.25983 -0.0336
C 1.16346 2.35252 3.55745 -0.1122
C 2.42700 -0.75290 -4.13910 0.0129
C 0.36542 -2.31466 4.21880 -0.0582
C -4.47760 0.77342 0.48122 0.0155
C 0.38982 1.53342 5.69495 -0.0563
C -2.68009 0.61163 5.21456 -0.0867
B 3.14082 -0.46298 -1.58887 -0.6414
H 3.89057 -1.60484 2.78986 0.1190
H -1.34046 3.15730 3.63973 0.0876
H -5.43374 -1.21616 5.94063 0.1314
H -1.03098 -3.53803 -0.09808 0.1023
H 1.21439 2.28234 2.47760 0.0709
H 1.21506 -4.11464 5.00134 0.1271
H -1.83734 -0.33408 -3.55201 0.0537
H -3.24568 -1.74941 1.06635 0.1103
H 3.42940 -0.77989 -4.53024 0.1217
H 7.74581 -0.91889 -1.06987 0.1166
H 5.32581 -0.92022 0.18214 0.1217
H -0.78083 -2.70133 1.45070 0.0366
H 0.70305 4.47113 -0.31607 0.1140
H 0.81924 3.83093 1.30595 0.0729
H -4.57139 0.36386 -0.51809 0.0926
H 4.03494 -3.02546 -0.90566 0.1469
H 7.28499 -1.46994 -4.67106 0.0883
H -3.04024 -1.03741 -0.54584 0.1099
H 8.42153 -0.53996 -3.69545 0.0846
H 4.81548 1.80482 -1.20712 0.1495
H -5.28812 0.38648 1.09361 0.1129
H -1.45360 -1.54302 -4.76572 0.1015
H -1.22072 3.49407 1.88410 0.0673
H 2.16748 -4.70772 0.17340 0.1322
H -0.48627 1.66161 1.77441 0.0438
H 1.01252 -1.22401 -5.76212 0.1285
H 3.54464 4.06699 -0.31889 0.1326
H 3.45960 -3.67445 4.07077 0.1286
H -4.44162 -2.68616 4.21822 0.1276
H 2.09325 0.01754 2.42481 0.1022
H -2.20782 1.54241 5.49396 0.1079
H -4.77026 2.98672 2.46343 0.1128
H -4.31015 0.89087 6.57194 0.1315
H 2.63092 3.91044 3.62301 0.1250
H -2.30713 -2.08995 3.17025 0.0957
H 7.18791 0.28821 -4.65222 0.0859
H -1.68449 -1.07812 0.59398 0.0311
H -3.96874 2.76337 4.02029 0.1043
H -0.18721 0.83944 6.29039 0.1184
H -0.59410 -2.50200 4.67889 0.1063
H -4.51905 1.85133 0.40900 0.0940
H 2.64470 4.02612 6.09299 0.1300
H -2.51925 4.19111 2.82146 0.1231
H 1.25006 2.47137 7.41200 0.1295
H -4.59011 1.35486 3.17355 0.0933
H -0.16181 -4.32112 1.21213 0.1034
H -1.42108 -1.98712 -3.06712 0.0871
H -0.26028 3.07343 0.09662 0.0281
```

Summary:
Charge   +3
Orbital gap   7.31 eV



Record 2
The following is a DFT calculation (ωB97M-V/def2-TZVPD) of a molecular structure, C39H48BN8S3V.

XYZ file:
```
100
Properties=species:S:1:pos:R:3:lowdin_spin:R:1
V -2.82800 0.49713 -0.44363 1.1895
S -2.00049 2.44637 -1.56677 -0.0369
S -2.74096 -0.68225 -2.51817 -0.0170
S -2.16134 0.80537 1.90627 -0.0228
N 1.13876 -0.28928 -1.90636 -0.0027
N -0.20624 -0.60889 0.84939 -0.0017
N 0.78605 -1.48001 0.73743 -0.0013
N -5.18757 -0.85459 0.83445 0.0253
N -4.80663 0.24055 0.37861 -0.0066
N -0.19906 -0.34127 -1.75266 -0.0087
N 0.03721 1.61718 -0.15578 -0.0038
N 1.12851 1.65399 0.59591 -0.0004
C 2.39848 -3.58289 0.22909 0.0001
C -1.39445 -1.81683 -4.98392 -0.0009
C -7.12303 1.01704 0.09495 -0.0021
C -7.55923 3.38342 0.08173 -0.0020
C -4.19538 -1.83692 0.77599 -0.0021
C 3.17521 -0.61781 -3.17195 -0.0001
C -0.49188 -1.28772 -3.91830 0.0002
C 3.74852 -2.01798 -3.43181 0.0000
C -0.52263 2.68615 -0.71311 -0.0003
C 2.21042 -4.21515 2.63567 -0.0001
C 1.72204 2.80468 0.80017 -0.0012
C -5.77554 1.28322 0.31048 -0.0004
C 2.37240 -3.04502 1.66076 0.0001
C -3.63432 -4.12334 1.21279 0.0040
C -4.54218 -3.08897 1.28912 0.0030
C 1.24198 3.97998 0.18491 -0.0001
C -2.09009 -2.63771 0.07932 -0.0005
C 1.23719 -2.04851 1.82675 0.0006
C -0.30229 -0.79253 3.20262 0.0008
C -1.04786 -0.75685 -2.70873 0.0028
C 0.71576 -1.69521 3.09314 -0.0020
C -6.21349 3.64213 0.29450 0.0007
C 0.85812 -1.25854 -4.04503 0.0008
C 0.11384 3.94513 -0.58525 -0.0007
C -8.01027 2.07172 -0.01719 0.0003
C -2.95231 -1.54645 0.18219 -0.0332
C 3.68542 -2.30288 1.94943 0.0001
C -0.46660 5.15303 -1.24351 -0.0013
C 2.49424 2.10477 3.04984 0.0000
C 3.46892 4.16138 2.01952 0.0000
C 1.66894 -0.71945 -3.01160 -0.0001
C 3.81102 -0.03384 -1.91441 0.0000
C 3.47907 0.29438 -4.36821 0.0000
C 4.02159 1.91432 1.07547 -0.0001
C -0.79884 -0.25464 1.98901 -0.0032
C -2.41183 -3.88943 0.58870 0.0015
C -0.90925 -0.39100 4.50545 -0.0006
C -5.31649 2.59105 0.40436 0.0001
C 2.92621 2.76212 1.73239 -0.0002
B -0.67400 0.20577 -0.37650 -0.0749
H 3.06757 -0.09820 -5.29921 0.0000
H -0.81612 -2.19418 -5.82448 -0.0001
H -1.47268 5.34364 -0.86619 -0.0005
H 3.65008 0.91272 0.86063 0.0000
H 1.11637 -2.15341 3.98745 -0.0002
H 1.69077 2.67072 3.52680 0.0000
H 3.21369 -4.30064 0.12772 0.0000
H 1.75205 4.92016 0.33996 0.0000
H -0.83745 0.68908 4.64426 -0.0004
H 2.71576 4.80589 2.47738 0.0000
H 3.84525 4.64701 1.11720 0.0000
H 4.30249 4.08229 2.71740 0.0000
H 4.52777 -2.99240 1.87448 0.0000
H 0.15283 6.02872 -1.06241 -0.0001
H 3.54808 -2.68732 -2.59404 0.0000
H 1.23366 -4.69060 2.52749 0.0000
H -5.86130 4.66110 0.38003 0.0001
H 2.33471 -3.91168 3.67571 0.0000
H -2.02025 -2.61912 -4.59012 -0.0001
H 3.83565 -1.49820 1.22688 0.0000
H 4.82931 -1.95097 -3.56164 0.0000
H 3.68830 -1.87114 2.95284 0.0000
H -7.45277 -0.00976 0.01685 -0.0001
H 3.59564 -0.64754 -1.03891 0.0000
H 4.35932 2.36365 0.13923 0.0000
H -5.52243 -3.21871 1.72902 -0.0002
H 1.31877 -1.63613 -4.94848 0.0000
H -4.26624 2.78987 0.59358 0.0009
H -0.55683 4.99632 -2.31943 -0.0003
H 2.54333 -2.77893 -0.49090 0.0000
H -9.05921 1.87138 -0.18847 0.0000
H -1.13704 -2.54119 -0.42814 -0.0003
H 1.46259 -4.08874 -0.01694 0.0000
H 3.33540 -2.46854 -4.33540 0.0000
H -8.25817 4.20357 -0.01057 -0.0001
H 2.14281 1.08793 2.87426 0.0000
H 4.89245 0.02164 -2.04783 0.0000
H -1.97127 -0.64170 4.51824 0.0000
H -1.70285 -4.70224 0.48036 -0.0001
H 3.34031 2.06804 3.73751 0.0000
H -2.06805 -1.03451 -5.33682 -0.0005
H 2.97463 -4.96469 2.42838 0.0000
H 4.88048 1.83701 1.74384 0.0000
H 4.55868 0.38264 -4.49579 0.0000
H -3.87685 -5.10140 1.60442 0.0001
H 3.07228 1.29481 -4.20991 0.0000
H -0.41253 -0.88953 5.33518 -0.0001
H 3.43346 0.96832 -1.70889 0.0000
```

Summary:
Spin multiplicity   2
Charge   +1
Orbital gap (spin up / spin down)   7.23 / 7.05 eV



In the order shown, the computed E values come out to -151305.555, -112009.584 eV.
In the order shown, the computed energy above the lowest of the compared OMol25 structures with the same formula, charge and spin values come out to 30.49, 0.00 kcal per mole.